Here is a structure of composition C28H26BiBrF4P3Te from OMol25. Energies are from ωB97M-V/def2-TZVPD.

Atoms and positions in Å:
1 Bi -0.436 -0.496 -1.362
2 C -2.879 -4.751 -0.143
3 P -2.097 -3.220 -0.813
4 C -1.956 -3.742 -2.579
5 C -3.556 -2.110 -0.834
6 C -4.670 -2.317 -1.640
7 C -5.794 -1.521 -1.493
8 C -5.815 -0.517 -0.537
9 C -4.699 -0.267 0.244
10 C -3.559 -1.050 0.100
11 P -1.997 -0.742 1.002
12 C -2.099 -1.842 2.468
13 C -2.197 0.883 1.810
14 H -3.834 -4.933 -0.635
15 H -3.041 -4.661 0.930
16 H -2.205 -5.589 -0.327
17 H -2.799 -4.367 -2.872
18 H -1.045 -4.333 -2.687
19 H -1.896 -2.883 -3.248
20 H -4.665 -3.102 -2.386
21 H -6.656 -1.686 -2.125
22 H -6.702 0.090 -0.411
23 H -4.726 0.547 0.955
24 H -3.053 -1.669 2.965
25 H -1.278 -1.606 3.144
26 H -2.026 -2.886 2.174
27 H -3.175 0.972 2.281
28 H -2.073 1.683 1.080
29 H -1.433 0.982 2.583
30 F 7.038 -1.507 1.489
31 C 5.873 -1.001 1.136
32 C 5.731 0.367 0.974
33 F 6.764 1.167 1.184
34 C 4.506 0.892 0.603
35 F 4.397 2.212 0.488
36 C 3.399 0.081 0.378
37 P 1.809 0.816 -0.200
38 C 2.324 1.859 -1.596
39 C 2.543 3.231 -1.531
40 C 2.847 3.930 -2.689
41 C 2.948 3.272 -3.905
42 C 2.767 1.897 -3.969
43 C 2.446 1.198 -2.819
44 C 1.337 1.846 1.214
45 C 0.579 3.006 1.047
46 C 0.177 3.734 2.158
47 C 0.516 3.310 3.433
48 C 1.247 2.141 3.604
49 C 1.650 1.406 2.502
50 C 3.559 -1.295 0.565
51 Br 2.111 -2.490 0.368
52 C 4.780 -1.830 0.938
53 F 4.916 -3.138 1.111
54 H 2.495 3.752 -0.586
55 H 3.002 5.000 -2.638
56 H 3.168 3.830 -4.805
57 H 2.862 1.377 -4.912
58 H 2.299 0.122 -2.867
59 H 0.297 3.340 0.060
60 H -0.399 4.638 2.012
61 H 0.208 3.886 4.295
62 H 1.506 1.799 4.597
63 H 2.208 0.489 2.649
64 Te -1.547 1.790 -1.930

The HOMO energy is -0.3806 hartree. As for the gap between HOMO and LUMO: 6.71 eV. Its total energy is -151364.0909 eV. The total charge is +1.

How positive or negative is each atom? The Mulliken charges in e answer that: Bi 1.043; C -1.388; P 0.674; C -1.289; C 0.292; C -0.583; C -0.815; C -0.750; C -0.729; C 0.517; P 1.001; C -1.294; C -1.237; H 0.426; H 0.329; H 0.435; H 0.423; H 0.394; H 0.386; H 0.354; H 0.410; H 0.415; H 0.271; H 0.373; H 0.418; H 0.339; H 0.518; H 0.294; H 0.259; F -0.265; C 0.593; C 0.273; F -0.277; C 0.297; F -0.352; C -0.358; P -0.298; C 0.930; C -0.113; C -0.791; C -0.554; C -0.758; C -0.721; C 1.210; C -0.497; C -0.799; C -0.601; C -0.753; C -0.718; C 0.315; Br -0.117; C 0.239; F -0.325; H 0.508; H 0.429; H 0.409; H 0.429; H 0.423; H 0.474; H 0.430; H 0.419; H 0.436; H 0.441; Te -0.448